Entry A
The following is a quantum chemistry calculation of C3H5NS in the gas phase, from OMol25.

Geometry as ORCA input:
```
! wB97M-V def2-TZVPD RIJCOSX def2/J DEFGRID3
* xyz 0 1
C 1.11830 -0.04923 -0.03151
C -0.14636 0.88180 0.07908
C -1.29684 -0.03257 -0.04102
N 0.48682 -1.25536 0.12751
S 2.72722 0.21152 -0.13361
H -0.22308 1.36776 1.01780
H -0.31717 1.69806 -0.74803
H -1.88517 -0.33314 0.89882
H -1.49531 -0.35914 -1.10007
H 1.03159 -2.12970 -0.06897
*
```

Computed properties:
HOMO (spin up / spin down): -8.3 / -8.3 eV


Entry B
The following is a quantum chemistry calculation of C3H5NS in the gas phase, from OMol25.

Geometry as ORCA input:
```
! wB97M-V def2-TZVPD RIJCOSX def2/J DEFGRID3
* xyz 0 1
C 0.25204 -1.36467 -0.12237
C -0.79754 -0.66706 -0.03286
C -1.59561 0.34350 -0.16519
N 1.53441 1.20836 0.01485
S 1.81562 -0.39338 -0.08825
H 0.58523 -2.42759 0.11038
H -2.03993 0.73245 0.62141
H -1.88567 0.73611 -1.17313
H 1.39669 1.67054 -0.96420
H 1.80803 -0.65892 1.28401
*
```

Computed properties:
HOMO: -8.4 eV


Entry C
The following is a quantum chemistry calculation of a molecular structure, C3H5NS, from OMol25.

Geometry as ORCA input:
```
! wB97M-V def2-TZVPD RIJCOSX def2/J DEFGRID3
* xyz 0 1
C -0.35348 0.12107 1.05849
C -1.66605 -0.21344 0.77369
C 1.31349 0.10176 -0.87474
N 0.24281 -0.58595 -0.12273
S -1.31725 -0.98879 -0.74486
H 0.02225 0.89884 1.79912
H -2.60523 -0.04954 1.25613
H 2.16583 -0.20063 -0.34342
H 1.20649 -0.26170 -1.96966
H 0.99114 1.17839 -0.83202
*
```

Computed properties:
HOMO: -8.3 eV


Entry D
The following is a quantum chemistry calculation of a molecular structure, C3H5NS, from OMol25.

Geometry as ORCA input:
```
! wB97M-V def2-TZVPD RIJCOSX def2/J DEFGRID3
* xyz 0 1
C 1.21608 0.31122 0.24292
C -0.37474 0.11713 0.08775
C -1.38731 -0.86667 0.38891
N 1.32506 1.26650 -0.69055
S -0.14549 0.94707 -1.47749
H 1.90118 0.11722 0.93385
H -1.47928 -1.55895 -0.43796
H -0.98972 -1.43005 1.28262
H -2.33470 -0.37992 0.77850
H 2.26892 1.47644 -1.10854
*
```

Computed properties:
HOMO: -7.3 eV


Relative energies, in kJ/mol, with the most stable structure set to zero: entry A 69.6; entry B 192.5; entry C 0.0; entry D 78.4.